14
Properties=species:S:1:pos:R:3 method="wB97M-V/def2-TZVPD" homo_lumo_gap_ha=0.2855 multiplicity=1 e_tot_ha=-233.287318 de_lowest_ev=2.7126
C 1.641 0.265 0.021
C 0.278 -0.179 -0.527
C -0.434 -1.213 0.370
C -1.652 -0.604 1.004
C -1.750 0.691 0.340
C -0.717 0.938 -0.498
H 2.062 1.092 -0.562
H 2.355 -0.565 -0.004
H 0.415 -0.534 -1.559
H 0.221 -1.667 1.126
H -0.820 -2.065 -0.213
H 1.541 0.599 1.061
H -2.560 1.393 0.522
H -0.579 1.849 -1.082